[1]
{
  "formula": "C46H32ILaN5O",
  "method": "ωB97M-V/def2-TZVPD",
  "e_lumo_ev": [-4.12, -4.12],
  "e_homo_ev": [-8.913, -8.935],
  "e_tot_ha": -2450.27898,
  "total_charge": 1,
  "largest_force_ev_per_a": 4.341,
  "orbital_gap_ha": [0.17611, 0.17701],
  "symbols": ["I", "H", "H", "C", "C", "C", "C", "H", "H", "C", "C", "C", "C", "H", "H", "H", "N", "H", "C", "H", "H", "H", "C", "C", "C", "C", "H", "H", "H", "C", "H", "N", "H", "H", "C", "C", "H", "La", "O", "N", "H", "N", "C", "H", "H", "C", "H", "C", "C", "C", "C", "N", "C", "C", "H", "C", "C", "C", "C", "H", "H", "C", "C", "C", "C", "C", "C", "C", "H", "C", "H", "C", "H", "C", "C", "C", "C", "C", "H", "C", "H", "H", "C", "H", "C", "C"],
  "coordinates": [[3.02499, -0.72843, -2.88086], [1.02805, -4.77484, -3.77320], [-2.85326, 3.98532, -3.49079], [-2.75899, 7.28821, -2.50330], [3.85956, -0.55555, 1.57123], [-1.34211, 5.85746, -1.15174], [-0.57570, -2.47143, 1.58495], [-5.13244, 1.34401, -0.19525], [-1.45533, 7.95599, -0.89762], [2.46514, -2.88244, -2.51339], [0.96824, -5.04480, 1.79993], [0.81265, -2.54158, 2.00665], [-3.47629, 2.55259, -0.98930], [-4.96905, -2.27413, 1.97555], [-7.14486, -3.47063, 1.68777], [2.51273, -3.16714, 4.08528], [-1.16810, -1.53264, 0.76960], [0.31973, -4.99972, 0.90273], [5.11517, 2.92456, -0.46765], [-7.65317, -1.40168, -2.05600], [2.97757, -3.42569, -3.31814], [-5.40962, -0.61383, -1.93216], [4.58665, 2.19053, 0.61863], [-2.57666, 4.87985, -2.88281], [-2.78455, -3.03215, 1.41793], [-3.21556, 0.32127, -0.61878], [-3.91030, 3.54782, -1.08211], [4.46545, 3.08607, -1.33011], [0.91438, 5.41695, -1.22434], [1.84748, -1.52431, 1.74700], [3.12306, 4.49207, 0.00663], [0.96919, 2.07135, -0.74714], [5.19081, 1.39951, 2.57840], [6.87757, 3.76905, -1.42005], [1.00005, -3.09307, -2.54054], [1.45080, -6.28761, 2.13950], [-3.20297, 8.22789, -2.84870], [0.22598, -0.28711, -0.87041], [0.21249, -2.36058, -1.83791], [1.69455, -0.30337, 1.05251], [1.18664, -7.13589, 1.49270], [-1.97614, 0.85043, -1.01582], [5.48495, 1.93215, 1.68011], [3.80569, -2.53326, 2.47259], [-1.42539, -4.24579, 2.69067], [2.16803, -4.07369, 3.55403], [-0.51986, -4.28168, -3.07728], [-1.11056, 3.32071, -1.47257], [-7.12038, -1.68130, -1.14402], [-4.93488, -1.46371, -0.00857], [-2.54114, -1.79356, 0.68713], [0.45566, -4.05447, -3.33180], [3.25187, -1.68449, 2.02571], [2.27724, 3.88967, -0.31151], [-8.57656, -3.01883, -0.23934], [2.21172, -6.46653, 3.26272], [0.26304, 3.25549, -1.07397], [6.80361, 2.39269, 1.60613], [3.16615, 1.67695, 0.54330], [-3.87904, 6.15853, -3.96345], [3.25914, -5.43671, 4.89025], [-4.13639, 1.39951, -0.63313], [2.92163, 0.32826, 1.02618], [2.19493, 2.45573, -0.21266], [-3.49096, -0.97983, -0.02686], [-1.68112, 4.70140, -1.85040], [-1.85871, 7.10295, -1.48324], [-3.14832, 6.12833, -3.16791], [4.94802, -0.37065, 1.56490], [-5.78984, -1.25748, -1.11169], [7.49677, 2.11788, 2.38785], [-1.60504, -3.39455, 2.04773], [2.87890, -3.04315, -1.52125], [-6.78867, -2.78833, 0.91938], [1.14311, 4.37057, -0.91401], [1.28761, -3.87786, 2.47167], [6.40919, 3.36655, -0.51461], [2.60133, -5.34512, 3.99390], [-3.70195, -3.59274, 1.38041], [7.24653, 3.18153, 0.54408], [-0.69568, 5.72564, -0.28119], [2.47730, -7.45357, 3.60491], [-7.57369, -2.56363, -0.17732], [8.23601, 3.55421, 0.52303], [-5.54037, -2.16544, 1.03401], [-2.09367, 2.25535, -1.24278]],
  "forces_ev_per_angstrom": [[-0.427, -1.220, 0.165], [-0.307, 0.441, 0.201], [0.070, 0.912, 0.495], [-0.737, -0.826, -0.863], [2.472, -0.506, 0.494], [-0.033, -0.321, 0.758], [-0.107, 0.400, 0.530], [0.194, 0.024, -0.466], [-0.562, -0.532, -0.452], [0.900, 0.953, -0.888], [-0.998, 0.158, -1.812], [0.366, 1.266, -1.566], [-0.359, 0.141, -0.470], [-0.709, 0.096, -0.613], [0.152, 0.327, 0.078], [-0.309, -0.738, -0.083], [-0.198, 0.209, 0.559], [0.400, 0.131, 0.580], [-1.315, -0.733, -0.401], [-0.275, -0.284, 0.518], [-0.039, 0.100, 0.546], [-0.330, -0.656, 0.450], [0.047, 0.337, 0.090], [-0.895, -0.829, -1.107], [1.235, -0.110, 0.281], [1.331, 0.493, 0.148], [0.112, -0.405, 0.257], [0.271, -0.098, 0.171], [0.563, -1.321, 0.491], [-1.141, -0.662, -0.716], [-0.254, -0.193, -0.012], [-0.088, 0.987, 0.908], [-0.127, 0.101, -0.204], [-0.725, 0.240, 0.236], [-2.600, 0.564, 0.350], [-0.574, -0.756, -0.670], [0.429, -0.194, 0.577], [-0.932, 1.737, 0.987], [1.884, -3.163, -2.299], [-0.446, -0.688, 1.187], [0.072, 0.333, 0.463], [0.677, 0.488, 0.255], [0.118, 0.401, -0.356], [-0.781, 0.710, -0.421], [-0.147, 0.133, -0.086], [0.313, 0.538, 0.901], [0.801, 0.148, -0.552], [-0.281, -0.442, 0.847], [1.196, -0.066, -1.068], [-0.391, 0.263, -0.588], [0.854, 0.051, -0.804], [0.234, 0.415, 1.392], [0.566, -0.299, 0.114], [0.190, 0.718, -0.539], [0.637, 0.288, -0.044], [0.506, 0.213, 0.940], [-0.054, -1.353, -0.950], [-0.327, 0.216, 0.098], [-0.253, -1.201, -0.964], [-0.009, 0.153, -0.083], [-0.707, 0.132, -0.881], [-0.567, 0.613, 0.434], [-1.151, 1.471, -0.850], [-0.511, 0.164, 0.805], [0.120, -0.267, 0.687], [0.622, -0.726, 0.559], [1.327, 1.182, 1.273], [0.275, -0.654, -0.328], [-0.928, -0.307, 0.109], [0.436, 1.269, -0.320], [-0.036, 0.160, 0.205], [-0.652, 0.374, -1.235], [-0.031, -0.252, -0.046], [0.731, 0.005, 0.608], [0.534, 0.636, -0.015], [0.821, -0.288, 1.026], [0.626, 0.507, -1.069], [0.021, 0.847, -0.069], [0.151, 0.002, 0.284], [-0.375, -1.274, 1.138], [-0.442, 0.501, -0.238], [0.209, -0.139, -0.096], [-1.338, 0.172, -0.484], [0.888, 0.205, -0.010], [0.788, -0.482, 1.257], [-0.670, -0.943, 0.268]]
}

[2]
{
  "formula": "C46H35BrCoN4O3PS",
  "method": "ωB97M-V/def2-TZVPD",
  "e_lumo_ev": [-3.28, -3.44],
  "e_homo_ev": [-9.422, -10.198],
  "e_tot_ha": -6914.65261,
  "de_lowest_kj_mol": 426.5,
  "total_charge": 1,
  "multiplicity": 4,
  "largest_force_ev_per_a": 1.492,
  "orbital_gap_ha": [0.22586, 0.24838],
  "s2": 3.8792,
  "symbols": ["C", "C", "H", "H", "C", "C", "C", "C", "H", "C", "H", "C", "C", "C", "N", "C", "N", "C", "H", "C", "H", "H", "C", "H", "C", "C", "H", "C", "C", "H", "S", "C", "Co", "H", "C", "C", "C", "H", "H", "H", "C", "C", "C", "H", "H", "H", "C", "C", "C", "P", "H", "H", "O", "C", "C", "C", "C", "C", "H", "H", "N", "O", "H", "C", "H", "N", "H", "H", "H", "C", "Br", "H", "C", "O", "H", "C", "H", "C", "H", "C", "C", "C", "H", "H", "C", "H", "C", "H", "C", "H", "C", "C"],
  "coordinates": [[3.38067, -0.49043, 3.03938], [-2.87853, -2.51558, -0.72871], [4.78422, 1.23008, -1.03971], [2.92628, -1.52012, 0.85655], [3.55869, 3.97124, -2.58066], [-2.82863, 4.67667, 2.70950], [-5.86072, -0.48206, -0.43158], [-1.68407, -4.50312, -1.38288], [-0.42722, -2.71778, -3.64598], [5.59455, -1.63956, 1.07740], [3.79376, -2.65636, -4.30965], [4.80648, -0.98819, 0.17982], [4.39446, 1.35445, 1.94219], [-4.06058, 4.08803, 2.51180], [-0.56841, 1.95340, 1.88703], [-8.51659, -0.88953, -1.00691], [-5.21361, -2.49061, -1.25935], [-0.59388, -2.89662, 0.00495], [4.21070, -1.97596, 4.22490], [3.29839, 0.34664, 1.77494], [0.32203, -4.71716, -0.69576], [-0.29429, 3.27613, -1.89751], [1.97365, -0.96961, -2.02483], [-0.15244, -1.05867, -1.83971], [4.05883, 1.92531, -1.43155], [2.21285, 3.77140, -2.35258], [2.00853, -2.96461, 1.93025], [0.42007, 2.74652, 2.22866], [2.84734, 3.03199, 2.70146], [-4.95282, 4.66723, 2.68036], [-0.03084, 4.34286, 2.73379], [-6.75642, 0.52430, -0.10202], [0.39780, 0.53216, 0.66415], [-7.94944, -2.78632, -1.84704], [1.75604, 2.62562, -1.68815], [-6.28477, -1.67583, -1.06627], [4.48700, 3.05855, -2.09952], [2.08089, -3.59260, 0.25570], [3.89012, 4.83914, -3.12678], [2.66436, 3.98592, 3.17031], [0.55756, -2.35420, -3.39312], [-3.03741, 1.98873, 1.90853], [-1.78063, 2.56921, 2.05549], [5.19118, -0.82517, -0.81330], [5.99369, -2.64523, 2.88485], [6.55703, -1.98528, 0.71829], [3.08345, -1.38906, -2.75145], [4.15386, 2.57713, 2.47413], [0.33747, 2.47927, -1.50684], [2.12288, 0.10557, -0.56580], [0.95475, -4.30387, 1.44424], [5.40349, 1.02524, 1.75332], [0.44104, -2.41486, 0.76791], [4.26273, -1.50157, 3.25012], [-7.63053, -1.87909, -1.36388], [1.94583, 0.99339, 1.68978], [2.92716, -2.31631, -3.76499], [5.30050, -1.96124, 2.41544], [1.49173, 4.49937, -2.69578], [5.54215, 3.22321, -2.24924], [-0.23937, 1.46974, -0.95233], [-1.69755, -0.86951, 0.64042], [-1.94139, 0.66071, -0.70226], [1.67231, -2.82036, -4.07095], [-9.57101, -1.02004, -1.20009], [-4.50837, -0.63218, -0.25711], [1.56510, -3.56444, -4.84440], [-2.74132, 5.69770, 3.04526], [2.69861, -0.20660, 3.82569], [-0.55731, -4.09817, -0.68025], [-1.63563, -6.16530, -2.30136], [4.06163, -0.98840, -2.53590], [0.70910, -1.42827, -2.37707], [-1.62907, 1.54305, -0.96288], [-3.09608, 0.94299, 1.65808], [-4.17513, -1.86504, -0.76223], [-3.89534, 0.03117, 0.18331], [2.70422, 1.67687, -1.24811], [-1.33461, -1.03667, 1.52739], [-2.82776, -3.74400, -1.40210], [-8.08510, 0.29268, -0.39447], [1.42612, -3.37675, 1.10714], [-6.43171, 1.44666, 0.35761], [4.97504, 3.23341, 2.71175], [1.77862, 2.27054, 2.20996], [-3.72564, -4.07230, -1.90054], [3.42238, -0.59119, 0.54266], [-5.13707, 2.30142, 2.05598], [-1.69716, 3.90705, 2.49264], [-8.81621, 1.04406, -0.14023], [-1.74170, -2.09055, -0.03738], [-4.16097, 2.74951, 2.13807]],
  "forces_ev_per_angstrom": [[-0.149, -0.211, -0.058], [0.910, -0.156, 0.177], [0.090, -0.039, -0.027], [-0.027, 0.188, -0.110], [0.255, -0.071, 0.058], [-0.048, -0.024, 0.026], [-0.609, -0.464, -0.347], [-0.051, -0.094, -0.019], [-0.090, -0.044, -0.032], [0.135, 0.083, -0.415], [0.088, -0.042, -0.097], [0.141, -0.071, -0.002], [0.142, 0.345, -0.085], [0.077, 0.168, 0.089], [0.789, -0.397, -0.099], [-0.092, -0.064, -0.075], [0.551, -0.327, -0.014], [-0.152, 0.074, 0.093], [0.039, 0.034, 0.002], [0.036, -0.127, 0.252], [0.130, -0.040, 0.056], [-0.096, -0.141, -0.087], [-0.020, 0.170, 0.232], [-0.053, -0.058, -0.020], [-0.272, -0.118, 0.059], [-0.360, -0.290, 0.184], [-0.040, 0.019, -0.071], [-0.453, 0.292, 0.209], [-0.358, 0.136, -0.002], [-0.149, 0.054, 0.022], [-0.183, -0.378, -0.199], [0.017, 0.117, 0.038], [1.216, -0.253, 0.220], [-0.068, -0.164, -0.063], [1.217, 0.004, 0.108], [-0.028, 0.931, 0.408], [-0.130, 0.180, -0.094], [-0.047, 0.043, 0.053], [0.023, 0.140, -0.025], [0.078, 0.156, 0.049], [-0.052, -0.055, -0.129], [0.155, 0.003, -0.051], [-0.618, 0.745, 0.226], [0.060, -0.027, -0.083], [0.047, -0.052, 0.034], [0.023, 0.001, -0.023], [-0.093, -0.017, -0.032], [0.378, -0.116, -0.104], [-1.419, -0.458, 0.029], [0.210, -0.935, -0.135], [0.039, 0.057, -0.019], [0.163, -0.041, 0.010], [-0.545, -0.027, -0.164], [-0.249, 0.093, 0.247], [0.084, 0.079, 0.055], [-0.621, 0.906, 0.304], [0.171, -0.058, -0.018], [0.125, -0.220, 0.061], [-0.056, 0.066, -0.056], [0.115, 0.050, -0.021], [-0.432, 0.917, -0.373], [-0.151, -0.109, 0.040], [0.360, 0.168, 0.047], [-0.070, 0.080, 0.028], [-0.059, -0.003, -0.042], [0.361, 0.003, 0.036], [-0.028, -0.058, -0.104], [-0.042, 0.123, 0.011], [-0.072, 0.025, 0.178], [-0.006, 0.061, 0.059], [0.009, 0.263, 0.099], [0.098, -0.020, 0.000], [0.114, 0.110, 0.089], [-0.078, 0.463, -0.500], [-0.052, -0.150, 0.025], [-0.827, 0.134, -0.073], [-0.037, -0.135, 0.004], [-0.129, 0.213, -0.071], [-0.134, 0.053, -0.095], [0.188, -0.080, -0.070], [0.063, 0.155, 0.095], [0.301, -0.371, 0.252], [-0.034, 0.061, 0.030], [0.186, 0.052, 0.013], [0.544, -0.643, 0.159], [0.028, -0.045, -0.066], [-0.415, 0.089, 0.004], [-0.142, -0.083, -0.042], [0.206, -0.376, -0.122], [-0.070, 0.092, 0.019], [-0.040, -0.468, -0.154], [-0.019, -0.077, 0.001]]
}

Number 1 is which compound? C46H32ILaN5O